Molecular formula: C9H11BrO
Method: DFT, ωB97M-V with the def2-TZVPD basis set

Geometry as XYZ:
```
22
Properties=species:S:1:pos:R:3
H -0.11470 2.04540 -2.24488
O -1.39133 1.77860 0.42341
C -0.90277 0.90486 -0.38010
C 1.92929 -2.36733 0.02375
C 1.85194 -1.60608 -1.14675
Br -3.13997 -1.01273 0.00708
C -1.58131 1.50174 1.75694
H -1.91188 2.49496 2.18864
H -1.21188 0.56817 -2.48754
H -1.76257 2.19652 -1.91941
C 0.11098 -1.02551 0.95200
C 1.14163 -2.00482 1.08108
H 2.59116 -3.17465 -0.08410
H 0.77560 0.05074 -2.19654
H -0.40663 -0.89822 1.80649
H 2.54937 -1.74832 -1.95175
H 1.20870 -2.47336 2.01781
C 0.90738 -0.54398 -1.28722
C -0.99814 1.42469 -1.79171
C 0.04401 -0.22882 -0.18383
H -0.57279 1.11268 2.27448
H -2.51757 0.90729 1.92224
```

Summary:
HOMO energy = -7.951 eV
relative energy (zero: lowest compared OMol25 entry of this formula, charge and spin) = 75.4 kJ/mol



Molecular formula: C5H21O10
Method: DFT, ωB97M-V with the def2-TZVPD basis set

Geometry as XYZ:
```
36
Properties=species:S:1:pos:R:3
O -0.96795 0.49644 3.44383
H -0.76826 2.36993 0.03109
H 0.61288 2.39624 0.75536
O 1.79713 -2.21529 -1.98265
O 2.56407 -0.25727 -1.10926
C -0.22636 0.91342 2.56328
H -0.37550 -2.06060 -2.43116
C 0.55364 1.06362 -1.13209
H -2.53382 2.07203 -2.17246
H 3.30791 -2.26526 -0.18239
H 0.24204 0.03379 -1.32681
H 2.90402 -0.68287 2.90280
H -2.62035 -1.09533 -1.14861
H 0.37011 1.65835 -1.99763
H -1.50660 0.17006 0.86639
H 0.75807 1.33771 2.79589
H 2.68271 -2.33727 -2.32823
H 2.82423 0.41305 1.78100
H -3.29081 0.05616 2.06437
O -3.04369 1.96022 -1.36452
O 2.87510 1.89540 -0.81882
C 0.07040 1.69043 0.12720
H -3.08324 0.99896 -1.17418
O 3.15883 -2.01065 0.72539
H -1.10220 -0.72436 -2.81006
H 1.67006 -1.27577 -2.19699
H 0.26092 -0.26523 1.08117
H 2.61526 -1.21961 0.69806
C -0.52698 0.59121 1.10942
C 2.10452 0.95727 -0.98647
H -3.39386 -0.70990 0.02389
O 2.37610 0.04737 2.55910
H -2.43833 -0.89840 2.74248
O -3.44702 -0.63377 -0.94361
O -1.18053 -1.56694 -2.35697
O -3.24249 -0.90312 2.19217
```

Summary:
HOMO energy = -5.079 eV
net charge = -1
relative energy (zero: lowest compared OMol25 entry of this formula, charge and spin) = 140.0 kJ/mol